No. 1
{"formula": "C41H63F3O8S", "method": "ωB97M-V with the def2-TZVPD basis set", "species": ["C", "C", "C", "O", "C", "H", "H", "H", "H", "H", "H", "H", "H", "C", "C", "C", "O", "C", "H", "H", "H", "H", "H", "H", "H", "H", "C", "C", "C", "O", "C", "H", "H", "H", "H", "H", "H", "H", "H", "C", "C", "C", "O", "C", "H", "H", "H", "H", "H", "H", "H", "H", "C", "C", "C", "O", "C", "H", "H", "H", "H", "H", "H", "H", "H", "O", "S", "O", "O", "C", "C", "C", "H", "H", "H", "H", "H", "H", "H", "H", "F", "C", "C", "C", "C", "C", "C", "H", "H", "H", "H", "H", "F", "C", "C", "C", "C", "C", "C", "H", "H", "H", "H", "H", "F", "C", "C", "C", "C", "C", "C", "H", "H", "H", "H", "H"], "coordinates": [[5.821, -0.240, -1.793], [4.734, -0.483, -0.767], [5.408, -0.110, 0.404], [6.722, -0.510, 0.284], [7.133, -0.385, -1.053], [5.726, 0.732, -2.277], [5.672, -0.986, -2.574], [4.473, -1.542, -0.777], [3.862, 0.167, -0.840], [5.034, -0.652, 1.273], [5.241, 0.901, 0.775], [7.697, -1.203, -1.502], [7.787, 0.486, -1.059], [-5.435, 0.132, -0.085], [-4.185, 0.060, 0.800], [-4.131, 1.430, 1.592], [-5.029, 2.283, 0.947], [-6.029, 1.552, 0.254], [-6.155, -0.613, 0.253], [-5.239, 0.026, -1.152], [-3.297, -0.052, 0.179], [-4.188, -0.777, 1.498], [-3.097, 1.719, 1.779], [-4.472, 1.195, 2.600], [-6.420, 2.119, -0.591], [-6.976, 1.462, 0.786], [0.357, -3.086, -2.787], [1.814, -2.887, -2.708], [2.392, -4.200, -2.288], [1.367, -4.930, -1.638], [0.117, -4.230, -1.757], [0.141, -3.525, -3.762], [-0.303, -2.233, -2.632], [1.932, -2.094, -1.970], [2.229, -2.565, -3.663], [3.208, -3.970, -1.603], [2.782, -4.697, -3.176], [-0.006, -3.878, -0.733], [-0.837, -4.728, -1.933], [-0.714, 0.184, 6.534], [-0.934, -1.061, 7.416], [-2.257, -1.727, 6.973], [-2.962, -0.546, 6.711], [-2.116, 0.463, 6.164], [0.011, -0.051, 5.755], [-0.334, 1.039, 7.094], [-0.897, -0.864, 8.487], [-0.113, -1.778, 7.427], [-2.824, -2.300, 7.707], [-2.112, -2.322, 6.072], [-2.498, 1.412, 6.540], [-2.256, 0.346, 5.089], [-2.623, 4.328, -2.030], [-2.250, 4.490, -3.404], [-1.752, 3.110, -3.906], [-2.142, 2.197, -2.917], [-2.979, 2.856, -1.980], [-3.432, 5.034, -1.839], [-1.801, 4.556, -1.352], [-1.488, 5.265, -3.487], [-3.044, 4.887, -4.036], [-0.673, 3.021, -4.033], [-2.357, 2.841, -4.772], [-3.087, 2.379, -1.006], [-3.992, 2.757, -2.368], [-0.389, 1.319, 1.184], [0.524, 0.399, 0.484], [2.013, 0.571, 0.590], [0.014, -1.161, 0.804], [0.276, -1.584, 2.088], [-0.724, -1.073, 3.166], [0.107, 0.455, -1.291], [1.316, -1.342, 2.305], [0.161, -2.656, 1.929], [-1.782, -1.090, 2.904], [-0.396, -0.053, 3.365], [-0.602, -1.561, 4.133], [-0.881, -0.003, -1.238], [0.738, -0.108, -1.978], [0.067, 1.524, -1.504], [3.340, 1.245, -7.246], [2.224, 0.773, -6.698], [1.659, 1.355, -5.556], [0.425, 0.880, -5.014], [-0.097, -0.262, -5.681], [0.412, -0.880, -6.780], [1.624, -0.389, -7.270], [2.170, 2.205, -5.126], [-0.006, 1.166, -4.065], [-0.967, -0.841, -5.410], [-0.108, -1.682, -7.283], [2.083, -0.846, -8.133], [0.699, 6.916, -3.878], [1.165, 6.179, -2.884], [1.319, 6.871, -1.667], [1.816, 6.161, -0.567], [2.172, 4.853, -0.653], [1.873, 4.093, -1.846], [1.386, 4.760, -2.969], [1.052, 7.910, -1.539], [1.955, 6.652, 0.385], [2.757, 4.357, 0.107], [2.195, 3.063, -1.892], [1.302, 4.169, -3.869], [-2.714, -6.787, 5.722], [-1.641, -6.050, 5.309], [-0.777, -5.524, 6.236], [0.373, -4.778, 5.890], [0.516, -4.478, 4.568], [-0.406, -4.949, 3.621], [-1.487, -5.707, 4.003], [-0.887, -5.517, 7.310], [1.008, -4.342, 6.647], [1.415, -3.939, 4.306], [-0.286, -4.613, 2.601], [-2.232, -5.863, 3.237]], "mulliken_charge": [-0.736, 0.965, -0.588, -0.483, -0.405, 0.287, 0.315, -0.142, -0.343, 0.256, 0.303, 0.264, 0.301, -0.557, 0.228, -0.456, -0.475, -0.551, 0.252, 0.298, -0.469, 0.519, 0.194, 0.400, 0.327, 0.331, -0.266, 0.357, -0.541, -0.449, -0.162, 0.261, 0.175, -0.495, 0.404, 0.249, 0.328, -0.162, 0.393, -0.391, -0.610, -0.175, -0.484, -0.014, 0.097, 0.384, 0.340, 0.264, 0.326, 0.102, 0.357, -0.127, -0.337, -0.509, 0.731, -0.381, -0.221, 0.335, 0.210, 0.018, 0.357, -0.799, 0.316, 0.051, 0.190, -0.612, 1.145, -0.585, -0.124, -0.148, -0.662, -0.837, 0.528, -0.409, 0.144, 0.438, 0.201, 0.355, 0.167, 0.156, -0.304, -0.033, -0.411, 0.853, -0.482, -0.832, -0.258, 0.493, -0.143, 0.360, 0.422, 0.445, -0.337, 0.171, -0.460, -0.344, -0.863, -0.169, -0.365, 0.464, 0.389, 0.442, 0.478, 0.549, -0.311, 0.191, -0.292, -0.551, -0.401, -0.286, -0.312, 0.379, 0.459, 0.406, 0.324, 0.413], "charge": 0, "smiles": "CCOS(C)(=O)=O.Fc1ccccc1.Fc1ccccc1.Fc1ccccc1.C1CCOC1.C1CCOC1.C1CCOC1.C1CCOC1.C1CCOC1", "de_lowest_kj_mol": 275.6, "largest_force_ev_per_a": 5.09, "spin_multiplicity": 1, "orbital_gap_ev": 9.66, "e_tot_ev": -78899.291, "homo_ev": -9.29}

No. 2
{"formula": "C41H65N6O2OsP2", "method": "ωB97M-V with the def2-TZVPD basis set", "species": ["Os", "C", "C", "C", "P", "C", "C", "C", "C", "C", "C", "C", "C", "C", "C", "N", "C", "C", "C", "C", "C", "C", "C", "P", "C", "C", "C", "C", "C", "C", "H", "H", "H", "H", "H", "H", "H", "H", "H", "H", "H", "H", "H", "H", "H", "H", "H", "H", "H", "H", "H", "H", "H", "H", "H", "H", "H", "H", "H", "H", "H", "H", "H", "H", "H", "H", "H", "H", "H", "H", "C", "N", "C", "C", "O", "H", "H", "H", "H", "H", "H", "H", "N", "C", "O", "C", "C", "C", "C", "N", "C", "H", "H", "H", "H", "H", "H", "C", "C", "N", "C", "C", "N", "C", "C", "H", "H", "H", "H", "H", "H", "H", "H", "H", "H", "H", "H"], "coordinates": [[-0.546, 0.611, -0.186], [-1.008, -1.187, 4.529], [-1.239, -0.810, 3.064], [-2.730, -0.543, 2.839], [-0.220, 0.502, 2.229], [-0.106, 2.082, 3.192], [-0.672, 2.047, 4.610], [1.324, 2.625, 3.188], [1.453, -0.227, 2.142], [2.161, -0.720, 3.236], [3.404, -1.331, 3.103], [4.181, -1.798, 4.300], [3.910, -1.494, 1.809], [3.254, -0.975, 0.711], [2.053, -0.269, 0.873], [1.426, 0.405, -0.196], [2.199, 0.876, -1.281], [3.541, 1.242, -1.147], [4.286, 1.575, -2.263], [3.735, 1.551, -3.545], [4.561, 1.857, -4.759], [2.373, 1.282, -3.652], [1.589, 0.991, -2.542], [-0.218, 0.853, -2.582], [-0.695, -0.477, -3.790], [-1.122, -0.039, -5.189], [0.421, -1.521, -3.882], [-0.787, 2.536, -3.143], [-0.287, 3.091, -4.477], [-2.309, 2.677, -3.037], [-1.550, -2.113, 4.731], [-1.402, -0.439, 5.210], [0.033, -1.369, 4.781], [-0.946, -1.665, 2.444], [-3.067, 0.319, 3.418], [-3.312, -1.401, 3.182], [-2.960, -0.363, 1.791], [-0.716, 2.770, 2.602], [-0.072, 1.424, 5.273], [-1.705, 1.705, 4.647], [-0.651, 3.061, 5.012], [1.998, 1.987, 3.760], [1.327, 3.611, 3.654], [1.732, 2.727, 2.181], [1.754, -0.608, 4.232], [3.704, -1.497, 5.230], [5.191, -1.388, 4.285], [4.279, -2.886, 4.304], [4.850, -2.015, 1.668], [3.676, -1.104, -0.276], [3.999, 1.279, -0.168], [5.326, 1.851, -2.139], [5.619, 1.687, -4.573], [4.440, 2.903, -5.049], [4.256, 1.247, -5.608], [1.919, 1.311, -4.636], [-1.551, -0.958, -3.303], [-0.293, 0.411, -5.735], [-1.954, 0.662, -5.188], [-1.435, -0.920, -5.750], [1.267, -1.141, -4.453], [0.048, -2.408, -4.396], [0.798, -1.818, -2.901], [-0.347, 3.158, -2.362], [-0.717, 2.584, -5.337], [0.796, 3.077, -4.561], [-0.594, 4.137, -4.535], [-2.833, 2.053, -3.764], [-2.590, 3.710, -3.244], [-2.676, 2.437, -2.039], [-5.621, -0.296, -1.967], [-4.736, 0.230, -0.924], [-5.384, 0.746, 0.281], [-3.441, 0.224, -1.078], [-2.630, 0.675, -0.217], [-6.142, -1.177, -1.596], [-5.041, -0.556, -2.849], [-6.353, 0.465, -2.231], [-6.113, 1.502, -0.009], [-4.639, 1.177, 0.941], [-5.902, -0.066, 0.789], [-3.082, -0.173, -2.029], [-4.095, 5.108, 0.697], [-2.963, 5.790, 0.382], [-2.943, 6.980, 0.182], [-1.682, 4.996, 0.236], [-0.519, 5.722, -0.003], [0.675, 5.047, -0.178], [0.667, 3.664, -0.143], [-0.443, 2.953, 0.085], [-1.590, 3.617, 0.287], [-4.922, 5.661, 0.861], [-4.082, 4.170, 1.051], [-0.585, 6.802, -0.041], [1.600, 5.578, -0.353], [1.576, 3.102, -0.317], [-2.451, 2.990, 0.489], [-1.276, -4.085, 1.032], [-1.053, -5.662, 0.697], [0.311, -5.785, 0.304], [1.211, -5.427, 1.351], [1.016, -3.826, 1.574], [-0.056, -3.399, 0.725], [0.297, -3.541, -0.652], [0.590, -5.120, -0.924], [-1.521, -3.975, 2.087], [-2.094, -3.705, 0.424], [-1.715, -5.968, -0.110], [-1.255, -6.253, 1.587], [2.242, -5.632, 1.072], [0.959, -5.961, 2.263], [1.935, -3.308, 1.307], [0.786, -3.639, 2.621], [1.199, -2.971, -0.868], [-0.515, -3.204, -1.295], [1.630, -5.259, -1.210], [-0.064, -5.482, -1.714]], "mulliken_charge": [1.999, -1.577, 2.724, -1.439, 0.450, 1.372, -1.564, -1.412, -0.496, -0.843, 0.251, -1.619, -1.256, 0.053, 0.151, 0.736, -0.717, -0.042, -1.261, 0.356, -1.647, -0.653, 0.045, 0.132, 1.171, -1.621, -1.677, 1.308, -1.678, -1.104, 0.481, 0.403, 0.249, -1.743, 0.262, 0.542, 0.097, -0.223, 0.352, 0.309, 0.476, 0.330, 0.463, 0.198, 0.494, 0.399, 0.387, 0.323, 0.497, 0.595, 0.748, 0.478, 0.429, 0.322, 0.408, 0.646, 0.047, 0.290, 0.330, 0.488, 0.416, 0.511, 0.230, -0.543, 0.331, 0.392, 0.480, 0.236, 0.583, -0.064, -0.896, 0.303, -0.784, 0.827, -0.451, 0.357, 0.295, 0.342, 0.370, 0.166, 0.335, -0.536, -0.248, 0.385, -0.593, 0.329, -0.858, -1.396, -0.083, 1.537, -0.487, 0.278, 0.151, 0.553, 0.576, 0.157, -0.287, -0.544, -0.827, 0.108, -0.920, 0.071, 0.391, -0.221, -1.050, 0.395, 0.586, 0.284, 0.368, 0.391, 0.291, -0.105, 0.448, 0.018, 0.489, 0.386, 0.314], "charge": 3, "de_lowest_kj_mol": 0.0, "largest_force_ev_per_a": 0.56, "spin_multiplicity": 5, "orbital_gap_ev": [8.00, 5.13], "e_tot_ev": -77630.004, "homo_ev": [-14.71, -15.16]}